24
Properties=species:S:1:pos:R:3:nbo_charge:R:1 method="wB97M-V/def2-TZVPD" homo_ha=-0.3034 e_tot_ha=-347.57631 de_lowest_kj_mol=389.9 multiplicity=1 lumo_energy_ev=0.88
H -1.09538 0.17029 0.75192 0.379
N -1.21526 1.24650 0.63768 -0.659
C -1.13980 0.80569 -0.59789 0.157
C 0.01732 -0.07578 -1.11272 -0.315
N 1.17941 0.00584 -0.26488 -0.457
C 1.82357 1.30243 -0.05458 -0.425
C 2.10898 -1.09593 -0.43493 -0.201
C 3.30424 -1.10753 0.54014 -0.621
H -1.93673 0.97354 -1.33877 0.154
H -0.39332 -1.08922 -1.24804 0.222
H 0.36669 0.13482 -2.14048 0.191
H 2.20252 1.32741 0.97515 0.206
H 1.03453 2.05237 -0.04775 0.226
H 2.66472 1.39440 -0.74901 0.174
H 1.57815 -2.03916 -0.44228 0.194
H 2.63284 -1.04025 -1.41882 0.139
H 3.87884 -0.17285 0.47540 0.205
H 4.04921 -1.82874 0.21363 0.220
H 2.91752 -1.13639 1.56150 0.212
C -4.78820 0.02847 0.95735 -0.852
H -5.74306 0.00363 0.43257 0.208
H -4.89134 -0.05657 2.03557 0.216
H -4.20117 -0.79936 0.55845 0.203
H -4.35429 0.99638 0.71078 0.224